[1]
{"formula": "C2H13O4S", "method": "wB97M-V/def2-TZVPD", "homo_lumo_gap_ev": 6.729, "total_charge": -1, "e_tot_ha": -783.1615, "spin_multiplicity": 1, "lumo_energy_ev": 3.54, "e_homo_ev": -3.19, "elements": ["H", "H", "O", "H", "S", "H", "C", "H", "O", "C", "H", "H", "H", "O", "H", "H", "H", "H", "O", "H"], "coordinates": [[-2.699, -0.144, 0.480], [1.668, -1.056, -1.768], [-1.227, -2.155, 2.282], [0.504, 0.284, 1.551], [-0.103, 1.729, -0.374], [-1.830, -0.379, -1.100], [-2.568, 0.249, -0.558], [0.888, 0.052, 3.110], [1.858, -0.540, -2.587], [-1.937, 1.653, -0.614], [3.820, -0.326, -0.604], [-3.426, 0.210, -1.260], [4.576, 0.758, -0.942], [0.867, -0.345, 2.196], [1.091, 0.016, -2.423], [-2.296, 2.263, 0.213], [-0.735, -1.873, 1.462], [-2.244, 2.081, -1.625], [4.434, 0.205, -0.203], [-0.641, -2.679, 2.764]], "forces_ev_per_a": [[-0.2, 0.3, -1.0], [0.8, -0.1, -0.7], [-1.4, 1.2, -2.5], [-0.1, 0.7, -0.1], [-0.3, -0.6, -0.3], [-0.2, -0.1, 0.6], [1.1, -0.2, -0.8], [-0.3, -0.3, -1.9], [-0.4, -1.1, 1.4], [0.1, 0.2, -0.5], [-2.9, -2.6, -1.0], [-0.3, -0.1, 1.0], [0.7, 1.6, -1.0], [0.7, -0.1, 1.7], [-0.4, 1.3, -0.4], [-0.6, 0.2, -0.3], [-0.6, -0.2, 1.6], [0.5, -0.1, 1.3], [2.1, 1.1, 2.0], [1.6, -1.1, 1.0]]}

***

[2]
{"formula": "C2H14N2O3", "method": "wB97M-V/def2-TZVPD", "homo_lumo_gap_ev": 10.276, "total_charge": 0, "e_tot_ha": -419.7701, "spin_multiplicity": 1, "lumo_energy_ev": 0.63, "e_homo_ev": -9.64, "elements": ["N", "H", "H", "H", "H", "H", "O", "H", "C", "H", "O", "H", "H", "N", "H", "C", "H", "H", "H", "H", "O"], "coordinates": [[2.190, 0.995, -0.697], [1.064, -2.545, -1.064], [-5.212, 0.317, 3.257], [0.450, 2.322, -0.656], [-0.601, -0.152, -0.731], [2.575, -0.810, -0.820], [0.324, -2.778, -1.633], [-4.889, 1.388, 2.132], [0.762, 1.334, -0.896], [0.548, 1.270, -2.026], [-4.431, 0.754, 2.705], [-1.448, 0.666, 1.441], [3.520, -1.857, -0.028], [-1.019, 1.288, 0.800], [2.716, 1.917, -0.938], [-0.120, 0.534, -0.028], [2.385, 0.930, 0.279], [-1.749, 1.718, 0.173], [0.558, 0.064, 0.822], [-0.102, -1.961, -1.637], [2.623, -1.782, -0.495]], "forces_ev_per_a": [[0.9, 3.2, -1.4], [0.7, -0.5, 0.2], [2.6, 1.4, -1.8], [0.6, 1.5, 0.3], [-0.2, -0.8, 0.8], [0.2, -1.6, 0.6], [0.8, -1.7, 0.1], [0.1, -0.2, 0.2], [0.5, 0.5, -2.0], [0.2, -0.4, 1.6], [-2.6, -1.2, 1.6], [-0.8, -0.4, 0.6], [-2.0, 0.1, -1.1], [-1.1, 2.0, -1.9], [-0.8, -2.3, 0.1], [1.2, -2.3, 1.9], [-0.2, -0.1, 1.0], [0.7, -0.6, 1.3], [-1.2, -0.1, -2.2], [-1.6, 2.0, -0.4], [2.0, 1.5, 0.6]]}

***

[3]
{"formula": "C2H14N2O4", "method": "wB97M-V/def2-TZVPD", "homo_lumo_gap_ev": 10.290, "total_charge": 0, "e_tot_ha": -495.0599, "spin_multiplicity": 1, "lumo_energy_ev": 0.61, "e_homo_ev": -9.68, "elements": ["H", "H", "H", "H", "H", "H", "O", "C", "N", "H", "H", "H", "H", "O", "O", "C", "H", "N", "H", "H", "O", "H"], "coordinates": [[-1.187, -2.453, 1.355], [0.129, -3.247, -0.426], [-0.186, 2.101, -0.381], [2.571, -0.741, -0.869], [-0.340, 0.073, 1.565], [2.093, -1.092, -2.469], [-0.269, 0.620, 2.368], [1.978, -1.456, -1.443], [0.553, -1.332, -1.101], [-2.261, 1.269, -0.603], [0.281, 2.224, 1.742], [-2.083, -0.157, -0.074], [0.445, -0.368, -0.808], [-2.719, 0.567, -0.126], [0.126, 2.996, 1.157], [0.055, -2.195, -0.144], [2.554, -2.377, -1.410], [-0.770, -1.775, 0.732], [-0.299, 2.332, -1.938], [0.458, 0.229, 2.864], [-0.300, 1.666, -1.249], [-0.828, 3.112, 1.258]], "forces_ev_per_a": [[0.0, -0.3, -0.3], [0.7, -0.1, 0.4], [0.3, 0.5, -0.2], [0.0, -0.1, 0.3], [-0.4, -0.4, 0.2], [0.0, -0.2, 0.0], [0.4, 0.1, 0.0], [0.7, 1.3, -1.2], [1.3, -0.8, 1.1], [0.1, -0.3, -0.1], [-0.2, 0.1, -0.1], [0.0, 0.0, 0.0], [-0.6, 0.2, -0.3], [-0.3, 0.2, 0.1], [-0.2, -0.1, 0.0], [-1.7, 0.0, -1.0], [-0.9, -0.6, 0.4], [0.6, 0.8, 0.4], [0.1, 0.2, 0.1], [-0.1, -0.1, 0.0], [-0.1, -0.5, 0.0], [0.1, 0.2, 0.1]]}